The following is a DFT calculation (ωB97M-V/def2-TZVPD) of a 6-piece molecular cluster, C2H16O5S overall in a non-equilibrium geometry.

The geometry in XYZ format:
```
24
Properties=species:S:1:pos:R:3:forces:R:3:nbo_charge:R:1
C -2.551 -0.362 -0.407 -2.72 0.66 2.89 -0.646
C -1.288 -0.268 -1.140 1.12 0.27 -1.23 -0.504
S -0.969 -0.756 -2.942 -4.02 2.56 0.09 -0.037
H -3.120 -1.275 -0.230 1.44 -1.16 0.33 0.228
H -3.437 0.049 -0.802 -0.65 1.88 -1.26 0.222
H -2.467 0.193 0.653 0.11 -1.31 -2.24 0.212
H -1.039 0.803 -1.228 0.34 -0.61 0.74 0.206
H -0.665 -0.893 -0.520 1.29 0.44 -0.26 0.213
H -0.052 -1.545 -2.761 3.07 -2.70 0.86 0.097
H 0.330 2.190 -0.315 -0.75 0.52 2.35 0.482
H 0.635 3.102 0.893 0.52 0.72 0.35 0.484
O 0.048 2.401 0.646 0.19 -1.08 -2.88 -0.960
H 2.756 -0.038 1.425 0.22 -2.88 0.96 0.466
H 1.956 1.118 1.319 -1.99 0.99 0.62 0.473
O 2.811 0.823 1.123 2.00 1.94 -1.67 -0.944
H 2.430 -0.391 -1.818 0.94 1.23 -0.85 0.466
H 2.528 1.156 -1.795 0.99 -1.63 -1.02 0.466
O 2.889 0.358 -2.301 -1.81 0.36 1.90 -0.931
H 0.104 0.515 3.374 0.82 -0.39 -2.57 0.488
H -0.124 0.764 1.845 -1.98 1.68 -1.72 0.486
O 0.454 0.355 2.425 0.86 -1.51 4.49 -0.972
H -0.691 -3.253 0.275 -0.71 0.07 -0.93 0.470
H -0.321 -2.040 1.231 -0.03 -1.34 -0.39 0.479
O -0.218 -3.008 1.050 0.78 1.29 1.44 -0.945
```
Positions in Å, forces in eV/Å.

## Properties
* SMILES: CCS.O.O.O.O.O
* HOMO-LUMO gap: 9.4636 eV

The following is a DFT calculation (ωB97M-V/def2-TZVPD) of a 7-piece molecular cluster, C2H16O6 overall in a non-equilibrium geometry.

The geometry in XYZ format:
```
24
Properties=species:S:1:pos:R:3:forces:R:3:nbo_charge:R:1
C 0.119 3.113 -0.366 -0.37 -0.15 0.07 -0.410
C 0.431 1.964 -0.923 -0.27 -1.03 -1.53 -0.407
H -0.935 3.285 -0.169 0.11 0.44 -0.05 0.199
H 0.849 3.863 -0.110 0.05 0.07 0.31 0.200
H -0.249 1.216 -1.367 -0.20 1.23 1.11 0.227
H 1.399 1.573 -1.201 0.74 0.72 0.36 0.182
H -1.481 -2.238 -1.137 0.19 -0.07 -0.06 0.474
H -2.996 -1.991 -1.242 0.09 0.09 0.14 0.473
O -2.299 -2.609 -1.474 -0.24 -0.47 -0.31 -0.948
H 0.165 -0.539 -2.747 0.72 -0.35 0.05 0.492
H 0.956 -0.889 -1.331 -0.10 -0.46 -0.40 0.526
O 0.157 -0.583 -1.788 -0.80 -0.38 -0.50 -1.004
H -1.199 0.523 2.014 0.20 -0.53 0.64 0.480
H -0.335 1.158 1.112 0.94 -0.10 -0.26 0.499
O -0.243 0.548 1.862 -0.72 0.87 0.31 -0.982
H 1.848 -2.514 0.379 -0.06 -0.08 0.09 0.476
H 1.206 -1.244 0.927 -0.03 -0.50 -0.03 0.513
O 1.085 -1.944 0.247 0.12 0.40 -0.12 -0.994
H -1.475 -0.407 -0.881 0.11 0.31 0.67 0.494
H -1.568 -0.973 0.541 0.16 -0.01 -0.03 0.475
O -1.813 -0.205 0.015 -0.86 -0.12 -0.66 -0.985
H 2.859 -0.272 2.398 0.26 -0.68 -0.14 0.468
H 1.479 -0.046 2.761 -0.74 -0.57 -0.13 0.502
O 2.042 -0.790 2.480 0.68 1.37 0.46 -0.951
```
Positions in Å, forces in eV/Å.

## Properties
* SMILES: C=C.O.O.O.O.O.O
* HOMO-LUMO gap: 10.6967 eV

The following is a DFT calculation (ωB97M-V/def2-TZVPD) of a 6-piece molecular cluster, C2H17NO5 overall in a non-equilibrium geometry.

The geometry in XYZ format:
```
25
Properties=species:S:1:pos:R:3:forces:R:3:nbo_charge:R:1
C 2.598 0.974 1.022 -0.03 -0.14 0.20 -0.417
N 1.218 0.539 0.816 1.03 0.95 -0.80 -0.674
C 0.251 1.555 1.231 -0.07 -0.43 0.20 -0.419
H 2.816 1.872 0.442 0.01 0.02 -0.08 0.185
H 2.815 1.201 2.073 -0.05 0.06 0.01 0.176
H 3.279 0.180 0.714 0.02 0.05 -0.09 0.202
H 1.051 -0.328 1.316 -0.11 0.19 -0.05 0.422
H 0.435 1.919 2.248 0.13 0.09 -0.05 0.178
H -0.743 1.113 1.228 -0.02 0.13 -0.10 0.218
H 0.258 2.385 0.525 0.00 0.10 0.07 0.189
H -0.615 0.873 -1.619 -2.18 0.11 0.48 0.488
H -2.164 1.436 -2.049 0.26 -0.08 -0.06 0.476
O -1.595 1.198 -1.311 0.40 0.05 -0.20 -1.041
H -1.039 -1.972 -1.257 0.19 -0.07 0.01 0.479
H 0.206 -1.459 -1.936 -0.04 -0.24 -0.14 0.478
O -0.295 -2.275 -1.800 -0.04 0.09 0.03 -0.978
H 0.027 -2.141 2.273 0.05 0.08 0.11 0.479
H -0.831 -1.244 1.395 -0.07 0.19 -0.02 0.514
O -0.117 -1.211 2.062 -0.70 -1.22 0.48 -0.970
H 0.847 1.314 -2.119 0.61 -0.35 -0.12 0.486
H 1.028 0.415 -0.819 -0.19 -0.04 0.60 0.508
O 0.663 0.426 -1.775 0.90 0.60 -0.64 -0.959
H -2.105 -0.104 -0.445 0.19 -0.10 0.00 0.519
H -2.923 -1.399 -0.076 -0.23 -0.03 0.08 0.481
O -2.078 -0.968 0.052 -0.05 -0.01 0.08 -1.020
```
Positions in Å, forces in eV/Å.

## Properties
* SMILES: CNC.O.O.O.O.O
* HOMO-LUMO gap: 9.9043 eV

The following is a DFT calculation (ωB97M-V/def2-TZVPD) of a 6-piece molecular cluster, C2H17NO5 overall in a non-equilibrium geometry.

The geometry in XYZ format:
```
25
Properties=species:S:1:pos:R:3:forces:R:3:nbo_charge:R:1
C -1.347 -0.101 2.387 -2.76 0.47 -1.14 -0.414
N -0.916 0.425 1.083 -1.70 -1.00 -0.88 -0.668
C -1.479 -0.428 -0.045 0.09 -0.26 1.16 -0.443
H -2.492 -0.081 2.344 1.30 0.11 0.13 0.183
H -1.164 -1.160 2.516 0.75 -0.25 0.35 0.182
H -1.113 0.550 3.219 0.60 -0.13 0.09 0.210
H 0.076 0.418 0.991 0.80 -0.28 0.21 0.388
H -1.126 -1.505 -0.018 -0.82 0.93 0.48 0.199
H -1.045 -0.085 -0.951 0.37 0.70 -0.93 0.197
H -2.597 -0.305 -0.153 1.24 -0.34 0.48 0.197
H 0.604 2.174 -1.209 0.51 -0.42 0.11 0.509
H 1.531 1.181 -0.432 0.02 0.03 -0.64 0.502
O 1.304 1.491 -1.335 -0.49 0.33 0.30 -1.007
H 1.847 -1.104 0.459 -0.26 -2.21 -0.80 0.508
H 2.911 -0.235 1.171 -1.05 -0.05 -0.49 0.487
O 2.017 -0.238 0.763 1.47 2.32 1.45 -0.992
H 1.466 -3.295 -0.892 0.16 -0.24 -0.21 0.482
H 1.022 -1.861 -1.323 0.45 -0.10 -0.36 0.501
O 1.204 -2.442 -0.558 -0.38 0.09 0.76 -1.007
H -1.537 3.444 -0.289 0.05 -0.08 0.07 0.469
H -0.986 2.124 0.383 0.06 0.74 0.09 0.501
O -0.732 3.035 0.045 -0.16 -0.65 -0.08 -1.003
H 0.272 -1.121 -3.013 -1.91 -0.10 -0.85 0.467
H 1.149 0.041 -2.417 -0.12 -1.07 -0.21 0.526
O 1.131 -0.921 -2.728 1.79 1.47 0.92 -0.975
```
Positions in Å, forces in eV/Å.

## Properties
* SMILES: CNC.O.O.O.O.O
* HOMO-LUMO gap: 9.9644 eV

The following is a DFT calculation (ωB97M-V/def2-TZVPD) of a 6-piece molecular cluster, C2H18NO5 overall in a non-equilibrium geometry.

The geometry in XYZ format:
```
26
Properties=species:S:1:pos:R:3:forces:R:3:nbo_charge:R:1
C -0.024 -2.000 -1.228 1.81 2.06 -1.66 -0.715
C -1.247 -1.136 -1.435 -2.41 0.43 1.41 -0.241
N -1.270 0.111 -0.488 -4.72 -4.61 0.85 -0.752
H -0.049 -3.000 -1.579 -0.82 -1.04 -0.08 0.233
H 0.713 -1.551 -1.936 -0.06 -0.25 0.46 0.208
H 0.510 -1.948 -0.296 -0.45 0.03 0.74 0.250
H -1.377 -0.744 -2.452 0.19 -0.34 0.30 0.208
H -2.202 -1.625 -1.120 0.77 0.00 -0.60 0.200
H -1.157 -0.344 0.508 0.32 1.96 -1.49 0.465
H -2.168 0.671 -0.633 1.20 -1.07 0.37 0.430
H -0.541 0.629 -0.782 3.83 2.93 -0.47 0.434
H 2.564 2.182 1.342 0.20 0.42 0.36 0.454
H 2.892 0.656 1.370 -0.90 0.67 -0.06 0.505
O 2.157 1.323 1.206 1.21 -0.84 -0.23 -1.085
H -0.159 -0.505 2.702 0.60 0.92 -1.84 0.420
H 0.958 0.333 1.852 -1.53 -0.43 0.02 0.500
O 0.031 -0.076 1.796 0.38 -0.84 2.28 -1.167
H 1.346 1.579 -1.946 -0.12 0.17 0.86 0.473
H 1.323 1.764 -0.356 0.46 -0.35 -0.03 0.506
O 0.781 1.709 -1.160 -0.18 0.16 -1.12 -1.037
H -4.964 1.556 -0.980 -0.12 0.05 0.12 0.475
H -4.105 2.094 -2.163 -0.43 -1.72 1.17 0.475
O -4.294 1.270 -1.607 0.76 1.62 -1.21 -0.976
H 4.104 -0.611 3.470 -2.38 -0.37 -1.91 0.449
H 2.882 -1.603 3.103 0.52 1.26 -0.48 0.428
O 3.294 -0.734 2.809 1.86 -0.83 2.25 -1.139
```
Positions in Å, forces in eV/Å.

## Properties
* multiplicity: 2
* HOMO-LUMO gap (alpha / beta): 2.4267 / 11.1443 eV
* expectation value of S²: 0.751

Computed energy above the lowest of the compared OMol25 structures with the same formula, charge and spin, in the same sequence as the records: 252.4 187.0 105.0 92.0 62.4 kJ/mol.
Computed total energy, in the same sequence as the records: -860.09473 -537.17394 -517.34174 -517.34670 -517.79562 Ha.